A 5-piece molecular cluster, C31H60N4O14S2 overall at a distorted geometry, computed with ωB97M-V/def2-TZVPD.

Last column: Löwdin charge in e.
Atoms and positions in Å:
C: -4.237 -7.024 -1.244  -0.158
C: -4.276 -5.526 -1.580  -0.528
S: -3.233 -5.121 -3.041  0.892
C: -3.966 -3.545 -3.615  -0.339
C: -3.030 -2.322 -3.569  -0.421
N: -2.093 -2.270 -4.702  0.233
C: -1.101 -2.988 -4.547  -0.279
O: -0.277 -3.815 -4.637  0.180
O: -3.934 -1.243 -3.909  0.076
C: -4.582 -0.841 -2.768  -0.526
O: -5.584 -0.226 -2.690  0.207
O: -3.788 -1.271 -1.727  0.063
C: -2.527 -1.773 -2.207  -0.314
C: -1.681 -0.466 -2.446  -0.146
C: -2.071 0.668 -1.484  -0.433
S: -0.865 2.038 -1.449  1.005
C: -0.787 2.322 0.302  -0.707
N: -1.806 2.481 1.051  0.073
N: -1.277 2.615 2.314  0.061
C: -0.022 2.536 2.247  -0.175
O: 0.376 2.345 0.945  0.034
C: -1.789 -2.734 -1.278  0.000
C: -1.189 -2.088 -0.023  -0.406
O: -0.247 -1.347 -0.020  0.123
N: -1.802 -2.464 1.245  -0.166
C: -0.698 -2.697 2.202  -0.081
C: -2.672 -1.384 1.736  -0.062
H: -4.734 -7.155 -0.275  0.076
H: -3.195 -7.330 -1.089  0.071
H: -4.721 -7.594 -2.039  0.072
H: -5.284 -5.169 -1.832  0.074
H: -3.975 -4.947 -0.694  0.065
H: -4.913 -3.399 -3.086  0.098
H: -4.223 -3.691 -4.672  0.098
H: -1.785 -0.094 -3.473  0.122
H: -0.612 -0.687 -2.322  0.114
H: -3.041 1.098 -1.754  0.088
H: -2.182 0.287 -0.465  0.056
H: 0.703 2.574 3.047  0.123
H: -2.531 -3.461 -0.925  0.090
H: -1.043 -3.331 -1.817  0.134
H: -0.374 -1.753 2.668  0.083
H: -1.027 -3.355 3.019  0.088
H: 0.155 -3.177 1.712  0.089
H: -2.869 -1.565 2.802  0.093
H: -2.230 -0.378 1.664  0.080
H: -3.644 -1.475 1.236  0.091
C: 1.613 8.705 1.084  -0.112
O: 0.970 7.883 2.043  -0.192
C: -0.305 7.422 1.617  -0.198
C: -0.243 6.027 1.024  -0.199
O: 0.547 5.983 -0.158  -0.187
C: 1.881 5.566 0.080  -0.107
H: 2.678 8.719 1.314  0.089
H: 1.482 8.332 0.066  0.083
H: 1.224 9.727 1.147  0.089
H: -0.750 8.127 0.907  0.128
H: -0.945 7.391 2.503  0.127
H: -1.254 5.720 0.742  0.129
H: 0.133 5.308 1.760  0.112
H: 1.926 4.473 0.143  0.073
H: 2.292 5.997 0.995  0.082
H: 2.490 5.895 -0.762  0.093
C: 0.220 -3.756 -10.820  -0.112
O: 0.796 -3.224 -9.638  -0.190
C: 0.032 -3.499 -8.474  -0.202
C: 0.547 -4.713 -7.721  -0.203
O: 0.434 -5.904 -8.488  -0.189
C: 1.634 -6.247 -9.161  -0.113
H: 1.002 -3.818 -11.576  0.089
H: -0.193 -4.754 -10.664  0.083
H: -0.570 -3.090 -11.182  0.088
H: -1.026 -3.619 -8.729  0.128
H: 0.122 -2.625 -7.821  0.123
H: -0.064 -4.853 -6.827  0.103
H: 1.582 -4.562 -7.399  0.130
H: 2.314 -6.761 -8.474  0.088
H: 2.137 -5.373 -9.579  0.083
H: 1.379 -6.924 -9.977  0.089
C: 3.564 3.569 3.349  -0.107
O: 3.783 2.239 3.799  -0.211
C: 4.997 1.684 3.311  -0.197
C: 6.128 1.807 4.316  -0.202
O: 6.459 3.160 4.586  -0.190
C: 5.833 3.664 5.756  -0.108
H: 2.840 4.037 4.017  0.092
H: 4.478 4.164 3.356  0.088
H: 3.151 3.550 2.334  0.077
H: 5.272 2.143 2.356  0.129
H: 4.811 0.622 3.129  0.125
H: 7.022 1.339 3.893  0.126
H: 5.881 1.281 5.245  0.124
H: 6.395 3.355 6.643  0.089
H: 4.799 3.325 5.850  0.080
H: 5.837 4.752 5.697  0.091
C: 0.177 -0.239 8.471  -0.111
O: 1.221 0.532 7.900  -0.190
C: 1.679 0.017 6.659  -0.198
C: 1.035 0.713 5.474  -0.214
O: -0.370 0.502 5.428  -0.205
C: -1.115 1.563 6.007  -0.107
H: -0.343 0.386 9.197  0.090
H: -0.543 -0.575 7.723  0.082
H: 0.595 -1.109 8.988  0.088
H: 1.519 -1.065 6.610  0.127
H: 2.757 0.198 6.618  0.122
H: 1.449 0.291 4.554  0.121
H: 1.261 1.785 5.482  0.118
H: -1.222 2.381 5.287  0.075
H: -0.650 1.943 6.919  0.084
H: -2.104 1.181 6.255  0.091

Kohn-Sham gap, eV: 9.61
Structure (SMILES): CCSC[C@@]1(N=C=O)OC(=O)O[C@@]1(CCSc1nnco1)CC(=O)N(C)C.COCCOC.COCCOC.COCCOC.COCCOC
HOMO, eV: -9.2


C31H62AlP2Si2 as an isolated structure at a distorted geometry, computed with ωB97M-V/def2-TZVPD.

Last column: Löwdin charge in e.
Atoms and positions in Å:
Al: -0.194 1.817 -4.562  0.552
C: -0.451 -2.246 0.531  -0.201
C: 0.854 -2.481 0.016  -0.198
C: 1.052 -1.104 1.845  -0.217
C: -0.330 -1.371 1.648  -0.167
C: 1.780 -1.784 0.833  -0.190
C: -1.708 -2.871 0.065  -0.054
H: -1.587 -3.311 -0.932  0.058
H: -2.534 -2.147 0.023  0.055
H: -2.021 -3.682 0.745  0.097
C: -1.421 -0.802 2.460  -0.018
H: -2.383 -1.256 2.202  0.079
H: -1.499 0.288 2.278  0.059
H: -1.246 -0.958 3.535  0.104
C: 1.625 -0.313 2.953  -0.052
H: 1.820 -0.938 3.841  0.093
H: 0.936 0.483 3.262  0.065
H: 2.580 0.146 2.663  0.072
C: 3.253 -1.833 0.715  -0.029
H: 3.682 -2.600 1.380  0.102
H: 3.709 -0.872 0.987  0.069
H: 3.558 -2.080 -0.309  0.071
C: 1.202 -3.378 -1.105  -0.045
H: 1.420 -4.398 -0.749  0.099
H: 2.093 -3.019 -1.633  0.068
H: 0.383 -3.453 -1.830  0.064
C: -1.947 1.506 -5.198  -0.279
C: -2.354 0.074 -5.415  -0.414
C: -1.294 -0.903 -5.899  -0.225
C: 0.088 -0.893 -5.226  -0.110
C: 0.866 0.415 -5.287  -0.071
C: 0.719 1.516 -6.208  -0.062
C: -0.379 1.684 -7.259  -0.118
C: -1.735 2.123 -6.627  -0.159
H: -1.145 -0.753 -6.979  0.105
H: 0.697 -1.702 -5.673  0.163
H: -1.693 -1.930 -5.812  0.111
H: -2.560 1.856 -7.305  0.131
H: -2.697 2.076 -4.640  0.098
H: -3.101 0.099 -6.240  0.070
H: -1.754 3.216 -6.548  0.119
H: -0.056 2.480 -7.952  0.133
H: 1.630 2.069 -6.444  0.160
H: -0.509 0.792 -7.892  0.129
H: -0.018 -1.182 -4.167  0.115
H: 1.857 0.306 -4.833  0.158
P: -3.876 -1.079 -4.500  0.977
P: 2.615 3.652 -0.838  0.891
C: 0.460 2.647 -2.791  -0.240
C: 1.807 3.362 -2.606  -0.438
H: 0.370 1.819 -2.068  0.048
H: -0.346 3.358 -2.540  0.044
H: 2.608 2.871 -3.182  0.045
H: 1.707 4.402 -2.954  0.064
C: 4.216 4.363 -1.395  -0.315
H: 4.982 4.148 -0.638  0.042
H: 4.087 5.452 -1.462  0.034
H: 4.522 3.967 -2.372  0.036
C: 3.123 1.895 -0.582  -0.317
H: 3.499 1.467 -1.520  0.036
H: 2.263 1.304 -0.238  0.018
H: 3.909 1.846 0.183  0.044
C: -4.750 0.371 -3.797  -0.335
H: -5.490 -0.014 -3.083  0.043
H: -5.283 0.884 -4.608  0.042
H: -4.068 1.069 -3.295  0.016
C: -2.887 -1.512 -3.008  -0.314
H: -3.090 -0.838 -2.168  0.022
H: -1.810 -1.523 -3.211  0.017
H: -3.193 -2.529 -2.726  0.032
C: -3.180 3.456 -1.136  -0.180
Si: -3.112 2.520 0.510  0.427
C: -4.222 3.449 1.731  -0.179
C: -3.845 0.801 0.238  -0.174
C: -1.367 2.392 1.128  -0.198
Si: -0.521 3.582 2.283  0.419
C: -1.126 3.361 4.058  -0.177
C: 1.343 3.278 2.275  -0.217
C: -0.810 5.384 1.784  -0.181
H: -4.220 3.689 -1.416  0.039
H: -2.725 2.881 -1.958  -0.002
H: -2.635 4.409 -1.058  0.030
H: -5.188 3.687 1.256  0.037
H: -4.438 2.839 2.621  0.036
H: -3.785 4.397 2.076  0.020
H: -4.437 0.752 -0.689  0.014
H: -3.047 0.047 0.180  -0.003
H: -4.514 0.522 1.064  0.042
H: -0.700 1.757 0.521  0.013
H: -0.286 3.102 4.721  0.029
H: -1.583 4.281 4.451  0.033
H: -1.869 2.555 4.125  0.022
H: 1.889 4.033 1.686  -0.032
H: 1.577 2.290 1.855  -0.010
H: 1.744 3.308 3.300  0.036
H: -0.159 5.661 0.942  0.024
H: -1.851 5.572 1.484  0.014
H: -0.575 6.054 2.626  0.039

Total charge: +1
Kohn-Sham gap (spin up / spin down), eV: 2.82 / 2.72
HOMO (spin up / spin down), eV: -9.0 / -8.9


A 3-piece molecular cluster, C31H62BN2O8S overall at a distorted geometry, computed with ωB97M-V/def2-TZVPD.

Last column: Löwdin charge in e.
Atoms and positions in Å:
C: -1.982 3.355 0.325  -0.108
C: -0.620 2.910 0.958  -0.246
C: 0.629 3.738 0.489  -0.198
C: 1.758 3.691 1.586  -0.207
C: 2.314 2.246 1.862  -0.194
C: 1.465 1.444 2.951  -0.171
C: 0.917 0.156 2.253  -0.249
C: -0.436 -0.376 2.830  -0.216
C: -0.676 -1.904 2.629  -0.171
C: -0.702 -2.341 1.101  -0.183
C: -1.554 -1.394 0.187  -0.172
C: -0.779 -0.824 -1.078  -0.195
C: -0.648 -1.872 -2.248  -0.169
C: 0.644 -2.756 -2.319  -0.108
C: 1.987 -2.163 -2.877  -0.247
B: 1.652 -0.693 -3.495  -0.422
C: 1.968 0.737 -2.870  0.004
O: 0.947 -0.709 -4.739  0.099
C: 3.146 -2.031 -1.785  -0.560
S: 2.667 -1.259 -0.198  0.879
N: 4.308 -1.252 -2.312  -0.018
C: 4.984 -2.146 -3.260  -0.360
O: 6.017 -1.386 -3.894  -0.001
C: 3.955 -2.476 -4.393  -0.024
N: 2.662 -3.048 -3.938  -0.025
C: 2.649 -4.509 -3.594  -0.121
C: 3.739 -5.453 -4.163  -0.165
C: 4.972 -5.690 -3.181  -0.233
C: 6.369 -5.543 -3.885  -0.098
H: -2.224 4.401 0.591  0.063
H: -1.969 3.145 -0.767  0.072
H: -2.766 2.694 0.769  0.066
H: -0.446 1.848 0.670  0.081
H: -0.714 3.010 2.066  0.104
H: 0.371 4.819 0.364  0.111
H: 0.966 3.354 -0.502  0.100
H: 1.312 4.079 2.530  0.109
H: 2.624 4.337 1.312  0.104
H: 3.379 2.317 2.188  0.103
H: 2.342 1.701 0.881  0.080
H: 2.210 1.166 3.733  0.113
H: 0.665 2.083 3.374  0.094
H: 0.801 0.257 1.147  0.040
H: 1.673 -0.665 2.394  0.094
H: -1.276 0.269 2.466  0.093
H: -0.404 -0.196 3.937  0.117
H: 0.207 -2.424 3.082  0.114
H: -1.578 -2.233 3.185  0.097
H: -1.228 -3.331 1.108  0.112
H: 0.324 -2.548 0.739  0.045
H: -2.007 -0.524 0.706  0.096
H: -2.412 -1.988 -0.221  0.110
H: -1.474 -0.034 -1.473  0.116
H: 0.152 -0.287 -0.816  0.044
H: -1.014 -1.488 -3.232  0.112
H: -1.463 -2.603 -1.987  0.120
H: 0.289 -3.680 -2.844  0.125
H: 0.848 -3.114 -1.277  0.107
H: 1.703 0.881 -1.802  0.041
H: 1.425 1.529 -3.444  0.084
H: 3.055 0.950 -3.032  0.083
H: 0.187 -0.121 -4.683  0.105
H: 3.577 -3.037 -1.521  0.111
H: 2.498 -2.342 0.645  -0.062
H: 4.916 -1.046 -1.516  0.115
H: 5.493 -3.024 -2.810  0.136
H: 5.799 -0.466 -3.702  0.102
H: 3.851 -1.533 -4.987  0.164
H: 4.498 -3.120 -5.125  0.145
H: 2.031 -2.952 -4.748  0.187
H: 2.592 -4.685 -2.493  0.139
H: 1.670 -4.902 -3.967  0.137
H: 3.272 -6.465 -4.257  0.124
H: 4.089 -5.226 -5.200  0.113
H: 4.857 -5.027 -2.285  0.088
H: 4.923 -6.728 -2.771  0.110
H: 7.053 -6.283 -3.398  0.081
H: 6.823 -4.545 -3.690  0.067
H: 6.337 -5.818 -4.958  0.079
C: -7.479 5.998 0.605  -0.020
C: -6.336 6.111 1.589  -0.334
C: -5.116 6.791 1.030  -0.098
O: -4.056 6.183 1.771  0.063
C: -4.491 4.953 2.149  -0.560
O: -3.794 4.109 2.612  0.140
O: -5.822 4.818 1.932  0.090
H: -7.243 5.289 -0.191  0.093
H: -8.373 5.623 1.106  0.087
H: -7.717 6.967 0.162  0.093
H: -6.674 6.599 2.508  0.161
H: -5.128 7.868 1.193  0.142
H: -4.957 6.597 -0.035  0.142
C: -3.351 1.711 5.474  -0.015
C: -3.827 0.499 4.706  -0.337
C: -5.233 0.081 5.039  -0.098
O: -5.200 -1.328 4.805  0.069
C: -3.915 -1.731 4.986  -0.562
O: -3.571 -2.866 5.054  0.160
O: -3.076 -0.668 5.069  0.070
H: -3.208 1.475 6.530  0.094
H: -2.384 2.044 5.092  0.080
H: -4.056 2.539 5.384  0.090
H: -3.706 0.662 3.630  0.153
H: -5.972 0.558 4.395  0.141
H: -5.505 0.258 6.083  0.143

Total charge: +1
Kohn-Sham gap, eV: 9.70
HOMO, eV: -12.0


A 7-piece molecular cluster, C31H63ClN2O8 overall, computed with ωB97M-V/def2-TZVPD.

Last column: Löwdin charge in e.
Atoms and positions in Å:
C: -4.476 -1.400 -1.439  -0.063
C: -3.978 -1.832 -0.077  -0.229
O: -2.671 -1.357 0.223  -0.043
C: -2.526 0.006 0.202  -0.174
C: -3.036 0.803 1.207  -0.237
O: -3.753 0.272 2.251  0.038
C: -2.823 2.191 1.186  0.006
C: -2.100 2.763 0.169  -0.009
C: -1.556 1.973 -0.861  -0.209
N: -0.836 2.566 -1.860  0.157
C: -0.343 1.762 -2.755  -0.091
C: -0.540 0.366 -2.726  -0.303
C: 0.049 -0.562 -3.743  -0.605
Cl: 1.622 0.013 -4.396  0.696
C: -0.886 -0.915 -4.880  -0.267
C: -1.179 0.195 -5.877  -0.100
N: -1.250 -0.217 -1.809  0.225
C: -1.771 0.585 -0.843  -0.121
H: -3.785 -1.727 -2.208  0.070
H: -5.419 -1.905 -1.613  0.077
H: -4.648 -0.333 -1.491  0.077
H: -3.902 -2.911 -0.059  0.120
H: -4.701 -1.555 0.685  0.111
H: -3.200 -0.355 2.736  0.095
H: -3.220 2.796 1.979  0.115
H: -1.919 3.822 0.156  0.111
H: 0.241 2.188 -3.552  0.095
H: 0.273 -1.474 -3.211  0.090
H: -1.802 -1.328 -4.473  0.108
H: -0.406 -1.717 -5.430  0.107
H: -0.304 0.348 -6.483  0.032
H: -1.944 -0.163 -6.555  0.076
H: -1.513 1.119 -5.422  0.075
C: -7.081 1.141 2.299  -0.060
C: -7.019 2.331 3.241  -0.499
C: -6.866 1.888 4.688  -0.060
O: -8.176 3.156 3.093  -0.055
H: -7.950 0.516 2.527  0.081
H: -7.183 1.476 1.266  0.081
H: -6.182 0.531 2.383  0.057
H: -6.175 2.965 2.967  0.132
H: -7.727 1.286 4.993  0.080
H: -6.816 2.752 5.351  0.078
H: -5.963 1.290 4.823  0.076
H: -8.943 2.625 3.327  0.083
C: -0.875 -2.812 5.461  -0.059
C: -1.540 -1.514 5.035  -0.496
C: -1.430 -0.446 6.111  -0.064
O: -2.914 -1.740 4.699  -0.059
H: -1.361 -3.210 6.357  0.081
H: -0.963 -3.564 4.677  0.080
H: 0.181 -2.658 5.682  0.082
H: -1.071 -1.158 4.115  0.129
H: -1.937 -0.777 7.022  0.081
H: -1.909 0.478 5.786  0.078
H: -0.389 -0.231 6.349  0.078
H: -3.358 -2.053 5.494  0.088
C: 3.869 -1.346 -0.266  -0.052
C: 2.391 -1.002 -0.164  -0.486
C: 1.514 -2.212 -0.454  -0.049
O: 2.055 0.070 -1.039  -0.067
H: 4.113 -1.680 -1.278  0.086
H: 4.482 -0.469 -0.055  0.083
H: 4.147 -2.135 0.429  0.060
H: 2.172 -0.630 0.837  0.111
H: 1.693 -2.572 -1.472  0.078
H: 0.457 -1.950 -0.378  0.067
H: 1.722 -3.030 0.238  0.080
H: 2.203 -0.199 -1.952  0.015
C: 1.151 3.636 3.411  -0.056
C: 1.527 2.222 3.826  -0.489
C: 2.310 1.508 2.739  -0.060
O: 0.353 1.477 4.155  -0.061
H: 0.519 3.614 2.518  0.075
H: 0.588 4.131 4.203  0.079
H: 2.036 4.233 3.187  0.081
H: 2.119 2.259 4.741  0.137
H: 1.704 1.421 1.833  0.075
H: 2.572 0.499 3.057  0.079
H: 3.227 2.043 2.487  0.086
H: -0.188 1.434 3.360  0.078
C: 7.494 -5.091 0.867  -0.064
C: 7.701 -3.591 1.016  -0.498
C: 8.592 -3.263 2.204  -0.064
O: 6.445 -2.924 1.135  -0.064
H: 7.000 -5.495 1.755  0.080
H: 6.856 -5.305 0.009  0.079
H: 8.443 -5.612 0.735  0.079
H: 8.152 -3.195 0.105  0.137
H: 8.132 -3.614 3.132  0.080
H: 8.732 -2.186 2.292  0.079
H: 9.571 -3.735 2.108  0.079
H: 6.017 -3.249 1.934  0.086
C: 3.450 1.870 -7.483  -0.064
C: 2.214 2.036 -8.353  -0.492
C: 2.221 3.362 -9.099  -0.062
O: 1.047 1.929 -7.537  -0.075
H: 3.481 2.657 -6.725  0.083
H: 3.417 0.913 -6.961  0.064
H: 4.373 1.920 -8.063  0.080
H: 2.155 1.217 -9.070  0.138
H: 2.235 4.195 -8.392  0.081
H: 1.323 3.462 -9.709  0.078
H: 3.094 3.447 -9.748  0.079
H: 1.072 2.642 -6.891  0.088

Energy above the lowest of the compared OMol25 structures with the same formula, charge and spin, eV: 0.000
Kohn-Sham gap, eV: 8.56
Structure (SMILES): CCOc1c(O)ccc2ncc([C@H](Cl)CC)nc12.CC(C)O.CC(C)O.CC(C)O.CC(C)O.CC(C)O.CC(C)O
HOMO, eV: -8.6


Number 1: energy -3285.7225 Eh. Number 2: energy -2722.0992 Eh. Number 3: energy -2352.6423 Eh. Number 4: energy -2390.6028 Eh.